84
Properties=species:S:1:pos:R:3 method="wB97M-V/def2-TZVPD" gap_ev=7.96 homo_energy_ev=-8.1 largest_force_ha_per_bohr=0.184 smiles="COCCCCC[C@@H]1[C@H](COC(C)=O)OC(=O)[C@H]1B(O)O.c1cc[nH]c1.c1cc[nH]c1.c1cc[nH]c1.c1cc[nH]c1" mol_weight_g_mol=570.50
C -2.5333 -3.3982 0.1161
O -2.0295 -3.4329 1.4976
C -1.2552 -2.2315 1.8447
C 0.1769 -2.0746 1.0626
C 1.4948 -1.9809 2.0330
C 2.3623 -0.5706 1.8421
C 3.7256 -0.7518 0.9496
C 3.8047 0.2898 -0.3562
C 3.7804 -0.5908 -1.7750
C 2.3994 -1.4684 -1.6716
O 1.8102 -1.8321 -2.9918
C 0.9704 -0.7450 -3.5195
C 1.4743 0.0187 -4.9174
O -0.1940 -0.3230 -3.0184
O 5.0929 -1.2601 -1.6884
C 6.0799 -0.1323 -1.6123
O 7.2661 0.0043 -2.2144
C 5.3071 0.9735 -0.6240
B 5.1455 2.3370 -1.5877
O 6.3085 3.0256 -2.2267
O 3.8050 2.9314 -1.9117
H -1.9994 -2.6339 -0.5909
H -2.3376 -4.4842 -0.3354
H -3.6959 -3.1811 0.0278
H -1.8412 -1.2147 1.7077
H -1.0365 -2.3078 3.0156
H 0.0650 -1.1258 0.3500
H 0.3049 -3.0127 0.3578
H 2.1449 -2.9443 1.8378
H 1.1257 -2.0362 3.1631
H 1.7039 0.3141 1.4459
H 2.7057 -0.2694 2.9437
H 3.8911 -1.8718 0.6518
H 4.6444 -0.4365 1.6362
H 2.8776 1.0011 -0.2992
H 3.6925 -0.0097 -2.7870
H 1.5900 -0.7540 -1.1628
H 2.4741 -2.4063 -0.9454
H 1.9643 1.0352 -4.6044
H 2.2933 -0.6485 -5.4406
H 0.4931 0.1528 -5.5721
H 5.7628 1.1746 0.4373
H 5.9353 3.7906 -2.7902
H 3.2701 3.0742 -1.0768
N 5.0937 0.5007 -6.6289
C 4.5280 1.3976 -7.4972
C 4.4974 0.8193 -8.7465
C 5.0590 -0.4743 -8.6262
C 5.4159 -0.6458 -7.3074
H 5.2483 0.6595 -5.6417
H 4.1980 2.3687 -7.1530
H 4.1111 1.2789 -9.6470
H 5.1885 -1.2026 -9.4163
H 5.8715 -1.4829 -6.7954
N -3.6701 -1.9546 4.7092
C -3.5954 -2.3893 6.0069
C -3.4268 -1.2877 6.8158
C -3.4050 -0.1480 5.9768
C -3.5601 -0.5887 4.6816
H -3.7887 -2.5487 3.8989
H -3.6669 -3.4426 6.2429
H -3.3313 -1.3032 7.8937
H -3.2892 0.8832 6.2845
H -3.6003 -0.0487 3.7450
N -4.2888 0.3023 0.9266
C -4.9227 0.9507 -0.1011
C -6.2179 0.4873 -0.1623
C -6.3723 -0.4701 0.8686
C -5.1665 -0.5623 1.5271
H -3.3245 0.4408 1.1998
H -4.3988 1.6833 -0.7004
H -6.9707 0.8053 -0.8719
H -7.2669 -1.0313 1.1057
H -4.8585 -1.1686 2.3685
N -5.2477 3.1460 3.4680
C -5.1731 2.7113 4.7657
C -5.0045 3.8129 5.5746
C -4.9826 4.9526 4.7357
C -5.1378 4.5120 3.4404
H -5.3663 2.5520 2.6577
H -5.2445 1.6580 5.0017
H -4.9089 3.7975 6.6525
H -4.8668 5.9839 5.0433
H -5.1779 5.0519 2.5038